Formula: C3H13N2Si
Source: the OMol25 dataset
Level of theory: ωB97M-V/def2-TZVPD

Atoms and positions in Å:
C: 1.392 -1.347 -1.701
N: 0.181 -1.347 -0.865
C: -0.393 -0.265 -0.315
Si: -2.131 -0.429 0.511
N: 0.682 0.522 0.727
C: 0.329 1.998 1.184
H: 1.483 -0.411 -2.039
H: 2.144 -1.660 -1.120
H: 1.238 -2.052 -2.411
H: -0.026 -2.157 -0.284
H: -0.291 0.613 -1.121
H: -2.722 1.044 0.083
H: -1.822 -0.426 1.904
H: -2.884 -1.596 0.070
H: 0.863 -0.148 1.432
H: 1.470 0.392 0.099
H: -0.078 2.679 0.375
H: -0.575 1.955 1.891
H: 1.140 2.633 1.580

Output
SMILES: CN[C@@H]([SiH3])[NH2+]C
Orbital gap (eV): 10.8
Molecular weight (g/mol): 105.24
Total charge: +1
Energy above the lowest of the compared OMol25 structures with the same formula, charge and spin (eV): 3.345
E_tot (Eh): -520.754231

These are the Mulliken partial charges, in e, on atoms 1 to 8: -1.169, -0.251, -0.399, 0.326, -0.319, -0.728, 0.492, 0.426

=====

Formula: C3H13N3OP
Source: the OMol25 dataset
Level of theory: ωB97M-V/def2-TZVPD

Atoms and positions in Å:
C: -0.857 -0.378 1.571
C: -0.277 1.863 -1.484
C: -0.353 0.826 0.805
N: 0.428 1.669 1.441
N: 1.513 -1.155 -0.268
N: -0.856 1.004 -0.428
O: -0.456 -2.102 -1.572
P: 0.794 -2.739 -0.819
H: -1.921 -0.313 1.730
H: -0.369 -0.793 2.610
H: -0.846 -1.396 0.884
H: 0.692 1.545 -1.836
H: -0.936 1.987 -2.233
H: -0.120 2.881 -1.087
H: 0.645 2.590 0.919
H: 0.749 1.535 2.443
H: 2.033 -1.257 0.686
H: -1.238 0.122 -0.806
H: 2.246 -0.815 -0.839
H: -0.978 -2.515 -2.164
H: 0.109 -2.560 0.445

Output
Orbital gap (eV): 9.7
Molecular weight (g/mol): 138.13
Total charge: +1
Energy above the lowest of the compared OMol25 structures with the same formula, charge and spin (eV): 0.414
E_tot (Eh): -702.701751

These are the Mulliken partial charges, in e, on atoms 1 to 8: -0.980, -1.062, 1.028, -0.391, -0.600, -0.200, -0.406, 0.175

=====

Formula: C3H13N4
Source: the OMol25 dataset
Level of theory: ωB97M-V/def2-TZVPD

Atoms and positions in Å:
C: -0.511 1.893 0.978
C: -0.325 1.182 -0.352
C: 0.484 0.008 -0.216
N: 0.120 -1.198 -0.165
N: 2.858 -0.790 0.093
N: 2.037 0.226 -0.366
N: -2.322 -1.670 -0.576
H: -0.902 1.124 1.709
H: 0.372 2.281 1.437
H: -1.031 2.836 0.760
H: 0.063 1.920 -1.030
H: -1.332 0.812 -0.665
H: 0.711 -2.041 -0.260
H: -0.966 -1.334 -0.289
H: 2.996 -0.801 1.124
H: 3.737 -0.788 -0.246
H: 2.170 1.135 0.068
H: -2.804 -2.323 -0.004
H: -2.805 -0.762 -0.446
H: -2.551 -1.710 -1.556

Output
Orbital gap (eV): 10.7
Molecular weight (g/mol): 105.16
Total charge: +1
Energy above the lowest of the compared OMol25 structures with the same formula, charge and spin (eV): 2.967
E_tot (Eh): -340.834428

These are the Mulliken partial charges, in e, on atoms 1 to 8: -1.023, -0.568, 0.564, -0.232, -0.604, -0.092, -0.837, 0.314

=====

Formula: C3H13NO2S
Source: the OMol25 dataset
Level of theory: ωB97M-V/def2-TZVPD

Atoms and positions in Å:
C: 1.490 1.095 0.539
C: 0.137 0.953 1.302
C: -0.230 -0.454 1.656
S: -1.961 -0.278 2.497
N: 1.233 0.952 -0.914
H: 1.987 2.134 0.691
H: 2.192 0.404 0.943
H: -0.594 1.706 0.841
H: 0.318 1.648 2.219
H: -0.461 -1.052 0.772
H: 0.427 -0.994 2.292
H: -2.522 -0.478 1.336
H: 0.923 1.876 -1.203
H: 2.003 0.649 -1.476
H: -1.476 -1.434 -1.308
H: -1.344 -3.038 -1.161
O: -1.682 -2.217 -0.752
H: 0.141 -0.327 -2.082
H: -0.028 -0.503 -3.481
O: -0.554 -0.642 -2.712

Output
Orbital gap (alpha / beta) (eV): 9.8 / 4.9
Molecular weight (g/mol): 127.21
Total charge: +1
Spin multiplicity: 2
Energy above the lowest of the compared OMol25 structures with the same formula, charge and spin (eV): 0.662
E_tot (Eh): -725.159557

These are the Mulliken partial charges, in e, on atoms 1 to 8: -0.800, -0.536, -0.417, 0.244, -0.575, 0.326, 0.406, 0.439

=====

Formula: C3H13NO3
Source: the OMol25 dataset
Level of theory: ωB97M-V/def2-TZVPD

Atoms and positions in Å:
C: 2.783 -1.602 -1.245
C: 2.321 -0.689 -2.108
N: 1.837 -0.956 -3.396
C: 0.620 -0.364 -3.863
H: 2.864 -2.651 -1.494
H: 2.990 -1.256 -0.240
H: 2.247 0.294 -1.629
H: 2.538 -1.290 -4.009
H: 0.640 0.680 -4.208
H: -0.091 -0.274 -3.033
H: 0.147 -1.062 -4.555
H: 0.627 5.331 1.348
H: -0.623 4.803 2.115
O: 0.296 5.062 2.208
H: -5.465 0.141 4.450
H: -4.290 -0.374 5.210
O: -5.227 -0.159 5.334
H: -1.401 -2.660 3.251
H: -1.376 -1.267 2.501
O: -1.437 -1.706 3.363

Output
Orbital gap (alpha / beta) (eV): 2.4 / 9.1
Molecular weight (g/mol): 111.14
Total charge: -1
Spin multiplicity: 2
Energy above the lowest of the compared OMol25 structures with the same formula, charge and spin (eV): 1.241
E_tot (Eh): -402.476831

These are the Mulliken partial charges, in e, on atoms 1 to 8: -1.070, -0.460, -0.001, -1.367, 0.368, 0.368, 0.500, 0.235

=====

Formula: C3H13NO3
Source: the OMol25 dataset
Level of theory: ωB97M-V/def2-TZVPD

Atoms and positions in Å:
C: 1.572 -0.808 -1.245
N: 0.302 -0.662 -0.511
C: 0.100 -1.497 0.636
C: -1.144 -1.061 1.393
O: -1.037 0.179 2.099
H: 1.924 0.176 -1.551
H: 2.287 -1.232 -0.549
H: 1.489 -1.408 -2.154
H: -0.454 -0.731 -1.166
H: 0.959 -1.530 1.315
H: -0.104 -2.566 0.418
H: -1.400 -1.820 2.108
H: -1.985 -1.027 0.682
H: -0.212 0.588 1.805
O: 1.126 2.947 0.076
H: 0.296 2.765 -0.385
H: 1.518 2.117 0.371
O: -1.450 1.993 -0.956
H: -2.062 1.387 -0.533
H: -1.725 2.190 -1.853

Output
SMILES: CNCCO.O.O
Orbital gap (eV): 9.5
Molecular weight (g/mol): 111.14
Energy above the lowest of the compared OMol25 structures with the same formula, charge and spin (eV): 1.067
E_tot (Eh): -402.541220

These are the Mulliken partial charges, in e, on atoms 1 to 8: -0.942, -0.037, -0.807, -0.423, -0.504, 0.293, 0.318, 0.294